[1]
Molecular formula: C4H10N3O
Method: DFT, wB97M-V/def2-TZVPD

Last column: Löwdin charge in e.
Positions of all 18 atoms, in Å:
C (-0.17, -1.30, -0.44)  -0.27
C (-0.13, 0.22, -0.18)  -0.09
C (0.68, 1.16, -1.04)  0.00
C (-0.30, 0.75, 1.27)  -0.14
N (-1.24, -1.43, -1.16)  0.04
N (-1.70, -0.19, -1.42)  0.10
N (0.93, 0.16, 1.73)  0.04
O (0.71, -2.20, -0.13)  0.18
H (1.59, 0.75, -1.15)  0.05
H (0.69, 2.22, -0.68)  0.13
H (0.38, 1.30, -2.05)  0.09
H (-1.06, 0.24, 1.74)  0.11
H (-0.29, 1.77, 1.20)  0.09
H (-1.56, -2.34, -1.41)  0.19
H (-2.57, 0.02, -0.90)  0.11
H (1.34, -2.04, 0.64)  0.18
H (0.99, 0.36, 2.71)  0.11
H (1.72, 0.56, 1.25)  0.09

## Properties
highest occupied orbital energy = -0.511 Ha
charge = +1
SMILES string = [H]/N=[NH+]/C(O)=C(/C)CN

[2]
Molecular formula: C48H57N3O5PW
Method: DFT, wB97M-V/def2-TZVPD

Last column: Löwdin charge in e.
Positions of all 115 atoms, in Å:
W (-0.28, 0.42, 0.28)  1.59
C (3.25, -1.85, 3.49)  -0.03
C (2.84, -0.38, 3.28)  -0.34
C (2.97, -0.01, 1.80)  -0.07
C (1.50, -0.13, 3.94)  -0.16
C (1.57, 0.25, 5.28)  -0.04
C (0.43, 0.44, 6.04)  -0.06
C (-0.80, 0.22, 5.46)  -0.03
C (-0.92, -0.18, 4.13)  -0.14
C (-2.32, -0.56, 3.69)  -0.33
C (-2.49, -2.08, 3.76)  -0.03
C (-2.76, 0.03, 2.34)  -0.03
C (0.24, -0.32, 3.35)  -0.18
N (0.18, -0.73, 1.97)  -0.08
C (0.33, -2.08, 1.79)  -0.47
O (0.28, -2.94, 2.66)  0.10
C (0.61, -2.38, 0.36)  -0.15
C (0.81, -3.62, -0.20)  0.05
C (1.08, -3.71, -1.56)  0.03
C (1.10, -2.55, -2.33)  0.04
C (0.86, -1.33, -1.71)  -0.16
N (0.67, -1.23, -0.37)  -0.04
C (0.87, -0.01, -2.39)  -0.46
O (1.04, 0.11, -3.59)  0.12
N (0.72, 1.01, -1.48)  -0.05
C (1.35, 2.22, -1.95)  -0.19
C (2.75, 2.29, -1.93)  -0.15
C (3.37, 3.45, -2.37)  -0.03
C (2.65, 4.53, -2.83)  -0.05
C (1.27, 4.43, -2.92)  -0.02
C (0.61, 3.28, -2.51)  -0.16
C (-0.87, 3.13, -2.72)  -0.37
C (-1.15, 2.64, -4.14)  -0.03
C (-1.69, 4.40, -2.46)  -0.05
C (3.61, 1.13, -1.48)  -0.37
C (4.75, 1.57, -0.55)  -0.07
C (4.20, 0.42, -2.70)  -0.04
H (4.25, -2.02, 3.09)  0.09
H (2.55, -2.52, 2.99)  0.06
H (3.25, -2.10, 4.55)  0.09
H (3.57, 0.23, 3.83)  0.14
H (2.52, -0.76, 1.16)  0.05
H (4.03, 0.02, 1.56)  0.08
H (2.53, 0.97, 1.59)  0.05
H (2.53, 0.38, 5.74)  0.12
H (0.50, 0.72, 7.08)  0.11
H (-1.69, 0.32, 6.05)  0.12
H (-3.01, -0.16, 4.44)  0.13
H (-1.79, -2.61, 3.12)  0.06
H (-3.51, -2.36, 3.50)  0.08
H (-2.29, -2.41, 4.78)  0.09
H (-1.89, 0.19, 1.66)  0.00
H (-3.24, 1.00, 2.49)  0.09
H (-3.48, -0.63, 1.86)  0.08
H (0.75, -4.49, 0.43)  0.14
H (1.26, -4.67, -2.02)  0.13
H (1.28, -2.56, -3.39)  0.14
H (4.45, 3.52, -2.36)  0.11
H (3.15, 5.43, -3.15)  0.11
H (0.71, 5.25, -3.33)  0.12
H (-1.20, 2.36, -2.02)  0.08
H (-0.88, 3.40, -4.87)  0.09
H (-2.20, 2.41, -4.25)  0.08
H (-0.56, 1.74, -4.35)  0.07
H (-1.56, 5.12, -3.26)  0.08
H (-1.41, 4.88, -1.52)  0.07
H (-2.74, 4.13, -2.41)  0.07
H (2.97, 0.42, -0.92)  0.10
H (5.49, 2.14, -1.09)  0.08
H (5.25, 0.69, -0.15)  0.08
H (4.37, 2.17, 0.27)  0.08
H (4.92, 1.06, -3.20)  0.09
H (3.42, 0.16, -3.42)  0.07
H (4.71, -0.49, -2.39)  0.08
O (-2.04, -1.12, -0.53)  -0.07
C (-3.13, -0.48, -1.24)  -0.28
C (-2.88, 1.05, -1.14)  -0.51
O (-3.56, 1.84, -1.73)  0.15
O (-1.91, 1.36, -0.33)  -0.23
C (-3.19, -0.92, -2.69)  -0.15
C (-2.22, -1.74, -3.24)  -0.02
C (-2.33, -2.18, -4.55)  -0.06
C (-3.41, -1.79, -5.31)  -0.07
C (-4.39, -0.97, -4.77)  -0.05
C (-4.28, -0.53, -3.46)  -0.01
C (-4.46, -0.80, -0.56)  -0.17
C (-4.90, -2.12, -0.61)  -0.02
C (-6.11, -2.48, -0.04)  -0.05
C (-6.89, -1.51, 0.57)  -0.06
C (-6.45, -0.20, 0.65)  -0.05
C (-5.23, 0.15, 0.09)  -0.03
H (-2.25, -2.07, -0.49)  0.14
H (-1.36, -2.05, -2.65)  0.08
H (-1.56, -2.82, -4.96)  0.11
H (-3.50, -2.14, -6.33)  0.11
H (-5.24, -0.68, -5.36)  0.11
H (-5.04, 0.10, -3.03)  0.13
H (-4.31, -2.87, -1.12)  0.12
H (-6.44, -3.50, -0.09)  0.11
H (-7.86, -1.78, 0.98)  0.11
H (-7.04, 0.55, 1.14)  0.11
H (-4.91, 1.18, 0.14)  0.12
C (0.89, 2.86, 3.17)  -0.22
P (0.19, 2.62, 1.48)  0.82
C (1.08, 3.95, 0.58)  -0.21
C (-1.44, 3.45, 1.74)  -0.22
H (0.82, 3.92, 3.41)  0.06
H (1.93, 2.56, 3.21)  0.05
H (0.33, 2.30, 3.92)  0.03
H (1.24, 4.80, 1.24)  0.06
H (0.47, 4.26, -0.27)  0.03
H (2.04, 3.60, 0.20)  0.04
H (-2.04, 3.41, 0.83)  0.04
H (-1.29, 4.50, 2.01)  0.06
H (-1.98, 2.96, 2.54)  0.04

## Properties
highest occupied orbital energy (alpha / beta) = -0.404 / -0.404 Ha
charge = +1

[3]
Molecular formula: C44H88O22
Method: DFT, wB97M-V/def2-TZVPD

Last column: Löwdin charge in e.
Positions of all 154 atoms, in Å:
O (5.00, 1.21, -6.63)  0.10
C (4.32, 1.02, -5.64)  -0.51
O (4.15, 1.82, -4.55)  -0.05
C (4.95, 3.00, -4.37)  -0.22
C (4.26, 4.08, -3.54)  -0.08
C (3.44, -0.18, -5.50)  0.02
H (5.14, 3.47, -5.37)  0.13
H (5.89, 2.67, -3.92)  0.12
H (3.43, 4.66, -4.07)  0.09
H (5.09, 4.73, -3.23)  0.08
H (3.85, 3.73, -2.57)  0.07
H (3.26, -0.63, -6.46)  0.10
H (2.57, -0.09, -4.91)  0.06
H (4.01, -0.91, -4.99)  0.05
O (-2.81, -1.30, 4.68)  0.06
C (-3.18, -2.41, 5.08)  -0.53
O (-2.46, -3.50, 5.10)  -0.02
C (-1.03, -3.49, 4.72)  -0.15
C (-0.40, -4.58, 5.60)  -0.04
C (-4.57, -2.72, 5.61)  0.04
H (-0.56, -2.57, 4.84)  0.08
H (-1.07, -3.79, 3.64)  0.11
H (-0.39, -4.30, 6.68)  0.10
H (0.64, -4.75, 5.30)  0.08
H (-0.90, -5.48, 5.46)  0.03
H (-4.66, -2.57, 6.68)  0.08
H (-4.86, -3.74, 5.33)  0.07
H (-5.32, -2.03, 5.18)  0.10
O (0.22, -1.93, -3.70)  0.12
C (0.88, -2.70, -3.10)  -0.56
O (0.56, -3.17, -1.89)  -0.01
C (-0.74, -2.72, -1.34)  -0.18
C (-1.87, -3.57, -1.90)  -0.05
C (2.25, -3.22, -3.46)  0.04
H (-0.91, -1.64, -1.69)  0.11
H (-0.72, -2.70, -0.27)  0.08
H (-1.76, -4.58, -1.56)  0.07
H (-1.97, -3.42, -2.94)  0.07
H (-2.74, -3.17, -1.46)  0.06
H (2.78, -3.29, -2.48)  0.10
H (2.80, -2.47, -4.02)  0.06
H (2.40, -4.16, -3.92)  0.07
O (-2.76, 4.33, 5.97)  0.08
C (-1.99, 3.41, 5.77)  -0.51
O (-1.32, 3.34, 4.62)  -0.02
C (-1.70, 4.27, 3.63)  -0.23
C (-0.76, 4.16, 2.41)  -0.05
C (-1.48, 2.42, 6.81)  0.03
H (-1.67, 5.28, 4.08)  0.13
H (-2.69, 4.12, 3.30)  0.09
H (-1.15, 4.92, 1.65)  0.10
H (-0.87, 3.18, 1.98)  0.04
H (0.30, 4.43, 2.57)  0.08
H (-2.21, 1.70, 7.16)  0.08
H (-1.26, 2.98, 7.72)  0.08
H (-0.64, 1.82, 6.43)  0.09
O (-0.90, 3.13, -6.54)  0.06
C (0.22, 2.87, -6.13)  -0.58
O (0.50, 1.77, -5.46)  0.00
C (-0.58, 0.77, -5.33)  -0.19
C (-1.59, 1.12, -4.30)  -0.06
C (1.37, 3.75, -6.44)  0.03
H (-0.06, -0.16, -5.12)  0.09
H (-1.04, 0.72, -6.35)  0.14
H (-2.16, 2.04, -4.52)  0.07
H (-1.22, 1.20, -3.28)  0.07
H (-2.29, 0.28, -4.43)  0.10
H (1.72, 3.49, -7.46)  0.11
H (2.20, 3.74, -5.73)  0.06
H (0.95, 4.73, -6.59)  0.08
O (-5.07, -0.17, 1.48)  0.08
C (-4.53, 0.88, 1.85)  -0.55
O (-3.86, 1.71, 1.04)  -0.02
C (-3.84, 1.22, -0.35)  -0.20
C (-2.62, 0.41, -0.46)  -0.07
C (-4.32, 1.30, 3.20)  0.02
H (-3.75, 2.17, -0.98)  0.12
H (-4.73, 0.61, -0.65)  0.14
H (-2.51, -0.09, -1.41)  0.07
H (-2.66, -0.45, 0.30)  0.10
H (-1.77, 1.00, -0.12)  0.07
H (-3.44, 0.92, 3.74)  0.09
H (-5.17, 0.99, 3.64)  0.06
H (-4.41, 2.44, 3.15)  0.12
O (-4.69, -5.21, 2.91)  0.08
C (-3.62, -5.73, 3.19)  -0.53
O (-2.51, -5.47, 2.51)  -0.01
C (-2.64, -4.54, 1.42)  -0.21
C (-3.02, -3.14, 1.83)  -0.04
C (-3.38, -6.64, 4.39)  0.03
H (-3.37, -4.97, 0.70)  0.13
H (-1.71, -4.63, 0.87)  0.11
H (-2.25, -2.76, 2.53)  0.07
H (-4.02, -2.97, 2.13)  0.07
H (-2.96, -2.46, 0.91)  0.08
H (-4.22, -7.31, 4.48)  0.08
H (-3.44, -5.94, 5.24)  0.08
H (-2.39, -7.12, 4.52)  0.09
O (5.72, -2.12, -1.07)  0.10
C (5.51, -0.95, -1.20)  -0.52
O (6.32, 0.03, -0.71)  -0.01
C (7.56, -0.37, -0.04)  -0.22
C (8.70, 0.52, -0.44)  -0.08
C (4.38, -0.34, -1.98)  0.03
H (7.76, -1.42, -0.23)  0.11
H (7.52, -0.29, 1.07)  0.13
H (8.36, 1.50, -0.11)  0.07
H (8.94, 0.57, -1.52)  0.09
H (9.63, 0.30, 0.07)  0.08
H (4.73, -0.26, -3.02)  0.08
H (4.13, 0.69, -1.65)  0.10
H (3.50, -0.98, -1.91)  0.08
O (3.27, -0.47, 2.24)  0.08
C (3.73, -1.22, 3.08)  -0.51
O (3.87, -2.54, 2.84)  0.00
C (3.18, -3.11, 1.73)  -0.22
C (1.93, -3.82, 2.17)  -0.06
C (4.23, -0.74, 4.41)  0.03
H (3.95, -3.74, 1.41)  0.10
H (2.92, -2.33, 0.92)  0.14
H (1.25, -3.07, 2.53)  0.04
H (2.18, -4.71, 2.77)  0.08
H (1.44, -4.33, 1.30)  0.09
H (3.87, 0.24, 4.66)  0.08
H (5.30, -0.70, 4.34)  0.08
H (3.99, -1.39, 5.23)  0.08
O (-4.60, 2.73, -3.18)  0.06
C (-4.84, 3.79, -3.73)  -0.53
O (-4.05, 4.89, -3.81)  0.00
C (-2.84, 4.82, -3.07)  -0.23
C (-1.66, 5.08, -4.01)  -0.05
C (-6.20, 4.06, -4.25)  0.00
H (-2.68, 3.84, -2.66)  0.09
H (-2.92, 5.55, -2.24)  0.14
H (-1.82, 6.00, -4.58)  0.09
H (-1.59, 4.33, -4.75)  0.02
H (-0.76, 5.09, -3.30)  0.11
H (-6.26, 4.53, -5.27)  0.09
H (-6.59, 4.86, -3.57)  0.11
H (-6.78, 3.06, -4.30)  0.12
O (0.41, -1.31, 1.55)  0.05
C (0.23, -0.13, 1.89)  -0.51
O (0.39, 0.93, 1.09)  0.00
C (0.80, 0.68, -0.23)  -0.23
C (0.85, 1.95, -1.05)  -0.03
C (-0.10, 0.17, 3.29)  0.03
H (0.10, 0.06, -0.75)  0.09
H (1.76, 0.17, -0.18)  0.12
H (1.17, 1.68, -2.04)  0.07
H (1.57, 2.66, -0.60)  0.09
H (-0.09, 2.34, -1.15)  0.03
H (0.51, 0.99, 3.70)  0.09
H (0.21, -0.68, 3.95)  0.09
H (-1.18, 0.47, 3.41)  0.09

## Properties
highest occupied orbital energy = -0.371 Ha
charge = 0
SMILES string = CCOC(C)=O.CCOC(C)=O.CCOC(C)=O.CCOC(C)=O.CCOC(C)=O.CCOC(C)=O.CCOC(C)=O.CCOC(C)=O.CCOC(C)=O.CCOC(C)=O.CCOC(C)=O

[4]
Molecular formula: CH2N3O
Method: DFT, wB97M-V/def2-TZVPD

Last column: Löwdin charge in e.
Positions of all 7 atoms, in Å:
C (1.05, 0.04, 0.17)  -0.48
N (1.72, -0.82, 0.56)  0.06
N (-1.20, -0.27, 0.14)  -0.08
N (0.19, 0.97, -0.01)  -0.27
O (0.15, 1.74, -0.96)  -0.11
H (-1.16, -0.79, -0.73)  -0.07
H (-0.75, -0.88, 0.82)  -0.06

## Properties
expectation value of S² = 2.012
2S+1 = 3
highest occupied orbital energy (alpha / beta) = -0.032 / -0.124 Ha
charge = -1

[5]
Molecular formula: C31H26F5O3
Method: DFT, wB97M-V/def2-TZVPD

Last column: Löwdin charge in e.
Positions of all 65 atoms, in Å:
O (0.26, -1.82, 0.52)  0.05
C (0.67, -2.64, -0.47)  -0.90
O (0.12, -3.70, -0.81)  -0.05
O (1.62, -2.35, -1.20)  -0.05
H (1.06, -1.30, 0.57)  0.05
F (3.29, 2.51, 2.68)  0.06
C (3.79, 1.30, 2.87)  -0.28
C (4.94, 0.94, 3.62)  -0.02
C (5.35, -0.41, 3.51)  -0.09
C (4.69, -1.31, 2.59)  -0.06
C (3.51, -0.90, 1.89)  -0.06
C (3.12, 0.38, 2.07)  -0.04
H (5.63, 1.63, 4.09)  0.10
H (6.17, -0.79, 4.10)  0.09
H (5.04, -2.33, 2.60)  0.09
H (3.15, -1.55, 1.11)  0.10
H (2.27, 0.66, 1.47)  0.11
F (2.44, -1.84, -3.56)  0.03
C (2.73, -0.51, -3.77)  -0.21
C (2.33, 0.48, -2.83)  0.00
C (2.53, 1.80, -3.19)  -0.10
C (3.32, 2.14, -4.29)  -0.13
C (3.69, 1.22, -5.22)  -0.11
C (3.33, -0.13, -5.00)  -0.02
H (1.97, 0.30, -1.82)  0.10
H (2.29, 2.52, -2.42)  0.09
H (3.60, 3.18, -4.34)  0.09
H (4.20, 1.44, -6.14)  0.09
H (3.58, -0.79, -5.81)  0.10
F (-1.91, -2.78, 1.51)  0.08
C (-2.50, -2.16, 2.54)  -0.27
C (-1.64, -1.81, 3.59)  -0.01
C (-2.21, -1.12, 4.64)  -0.09
C (-3.57, -0.71, 4.61)  -0.10
C (-4.37, -1.10, 3.53)  -0.10
C (-3.83, -1.81, 2.48)  -0.02
H (-0.61, -2.14, 3.62)  0.12
H (-1.54, -0.84, 5.44)  0.09
H (-3.90, 0.09, 5.26)  0.08
H (-5.43, -0.90, 3.48)  0.10
H (-4.47, -2.14, 1.68)  0.10
F (-0.10, 3.80, -2.31)  0.04
C (-0.52, 3.21, -1.17)  -0.29
C (-0.95, 1.88, -1.28)  0.01
C (-1.38, 1.26, -0.06)  -0.04
C (-1.38, 1.95, 1.17)  -0.09
C (-1.17, 3.32, 1.17)  -0.09
C (-0.59, 3.93, 0.03)  -0.02
H (-0.79, 1.30, -2.17)  0.09
H (-1.70, 0.22, -0.06)  0.09
H (-1.78, 1.47, 2.05)  0.09
H (-1.16, 3.87, 2.10)  0.09
H (-0.24, 4.95, -0.03)  0.10
F (-2.90, -3.41, -0.83)  0.03
C (-3.20, -2.22, -1.49)  -0.22
C (-2.31, -1.50, -2.21)  -0.03
C (-2.69, -0.35, -2.88)  -0.12
C (-3.91, 0.29, -2.65)  -0.09
C (-4.86, -0.39, -1.82)  -0.07
C (-4.53, -1.69, -1.31)  -0.02
H (-1.30, -1.88, -2.28)  0.13
H (-2.10, 0.18, -3.62)  0.10
H (-4.00, 1.26, -3.12)  0.09
H (-5.81, 0.07, -1.60)  0.08
H (-5.33, -2.22, -0.83)  0.09

## Properties
highest occupied orbital energy = -0.133 Ha
charge = -1

[6]
Molecular formula: C4H8N2O2
Method: DFT, wB97M-V/def2-TZVPD

Last column: Löwdin charge in e.
Positions of all 16 atoms, in Å:
C (1.94, 0.20, -1.09)  -0.05
C (0.80, 0.85, 1.10)  -0.04
N (-1.15, -1.16, 0.33)  0.04
C (-1.92, -0.11, -0.12)  -0.57
C (0.77, 0.01, -0.16)  -0.36
O (-3.24, -0.31, 0.00)  0.12
N (0.10, -1.13, -0.32)  0.06
O (-1.48, 0.98, -0.53)  0.07
H (-3.45, -1.19, 0.36)  0.12
H (-1.57, -2.07, 0.23)  0.13
H (1.80, 0.81, 1.54)  0.08
H (2.88, 0.28, -0.55)  0.08
H (1.81, 1.10, -1.70)  0.09
H (2.08, -0.66, -1.76)  0.08
H (0.58, 1.89, 0.84)  0.09
H (0.07, 0.51, 1.83)  0.08

## Properties
highest occupied orbital energy = -0.327 Ha
charge = 0
SMILES string = CC(C)=NNC(=O)O

[7]
Molecular formula: C4H3FN2S
Method: DFT, wB97M-V/def2-TZVPD

Last column: Löwdin charge in e.
Positions of all 11 atoms, in Å:
C (0.70, -0.08, -0.06)  -0.29
C (-0.40, -0.81, -0.27)  -0.39
C (-1.52, 0.03, -0.08)  -0.73
C (-0.87, 1.40, -0.08)  -0.12
H (2.08, -1.47, -0.16)  0.13
H (2.69, 0.17, 0.16)  0.11
H (-1.53, 2.30, 0.31)  0.15
N (1.96, -0.53, 0.29)  0.15
N (0.46, 1.38, -0.14)  0.12
F (-0.48, -2.08, -0.07)  0.11
S (-3.10, -0.31, 0.09)  0.76

## Properties
highest occupied orbital energy = -0.316 Ha
charge = 0
SMILES string = NC1=C(F)C(=S)C=N1

[8]
Molecular formula: C6H10O
Method: DFT, wB97M-V/def2-TZVPD

Last column: Löwdin charge in e.
Positions of all 17 atoms, in Å:
C (0.41, -1.06, 3.12)  -0.19
C (1.70, -1.31, 2.90)  -0.01
C (-0.04, -0.07, 0.80)  -0.15
C (-0.32, -0.25, 2.13)  -0.15
C (-1.01, 1.14, -1.19)  0.01
C (-0.58, 1.10, 0.13)  -0.19
H (-0.22, -1.17, 4.09)  0.13
H (2.41, -1.57, 3.61)  0.02
H (2.30, -1.51, 1.93)  0.10
H (0.27, -1.01, 0.29)  0.13
H (-1.23, 0.34, 2.53)  0.13
H (-0.98, 0.28, -1.89)  0.05
H (-1.38, 2.06, -1.66)  0.04
H (-0.98, 1.81, 0.80)  0.08
H (-0.96, 0.11, -5.41)  0.07
H (0.34, 0.69, -5.10)  -0.04
O (-0.06, 0.32, -5.81)  -0.03

## Properties
highest occupied orbital energy = -0.293 Ha
charge = 0
SMILES string = C=C/C=C/C=C.O

no.,DFT total energy (eV)
1,-10817.1624
2,-76521.1202
3,-92100.7530
4,-7581.9106
5,-52297.6391
6,-11351.9827
7,-20727.1817
8,-8427.6934